(1)
C29H61CaNO14S5 as an isolated structure in a non-equilibrium geometry, computed with ωB97M-V/def2-TZVPD.

Structure (XYZ):
```
111
Properties=species:S:1:pos:R:3
Ca -4.76479 -0.91124 1.02012
C 1.89785 -0.26419 -3.07566
C 2.61851 -1.60121 -3.02864
O 3.76586 -1.78957 -3.49127
O 1.99950 -2.55353 -2.45324
H 0.96129 -0.29532 -3.63515
H 2.51742 0.50573 -3.53862
H 1.54400 0.08821 -2.10228
C -0.67994 0.96528 0.26921
C -1.47545 -0.20323 -0.30750
C -0.87301 -1.60162 -0.09346
O -2.88003 -0.26524 -0.13778
H -1.37369 1.78170 0.47713
H 0.09724 1.29323 -0.41946
H -0.21329 0.68352 1.21550
H -1.39386 -0.14344 -1.40170
H -1.42657 -2.37344 -0.62613
H -0.80692 -1.82210 0.97748
H 0.12734 -1.62310 -0.53886
C -4.22059 3.54386 -0.76783
C -3.68871 2.99640 -2.10958
C -2.22959 3.40082 -2.35425
O -2.18783 4.82641 -2.41394
C -0.98872 5.39292 -2.83931
N -3.89164 1.56602 -2.31231
H -4.07044 4.61852 -0.91165
H -3.54531 3.40959 0.08227
H -5.26546 3.35873 -0.52870
H -4.18532 3.45131 -2.97231
H -1.95101 3.03071 -3.34503
H -1.54179 3.07135 -1.56909
H -0.11627 4.99648 -2.29610
H -0.90315 6.39690 -2.41646
H -0.77135 5.31064 -3.90466
H -3.30547 1.34719 -3.11257
H -3.51362 1.13080 -1.47491
C 2.81365 -0.19862 0.78092
C 3.59365 -0.47930 2.08500
C 3.91532 0.92161 2.64956
S 4.54375 1.81130 1.17995
O 5.81654 1.21584 0.78904
O 4.33258 3.22116 1.33232
C 3.28457 1.07844 0.07808
H 1.72734 -0.13920 0.86761
H 2.84986 -1.11375 0.18234
H 4.50218 -1.01673 1.81989
H 3.01969 -1.06736 2.80050
H 4.70979 0.96610 3.39653
H 3.10907 1.51590 3.08060
H 3.68779 1.00377 -0.93104
H 2.38557 1.68765 -0.02685
C -0.31179 4.83067 1.04774
C 0.96167 5.54677 1.52223
C 1.63599 4.57435 2.54267
S 0.40625 3.65331 3.41191
O 0.17201 4.16121 4.75910
O 0.53839 2.23193 3.19991
C -0.93023 4.27818 2.30275
H -0.03295 4.08398 0.30020
H -1.00582 5.50404 0.54310
H 0.58937 6.43190 2.04509
H 1.65227 5.91030 0.76528
H 2.33840 5.04022 3.23304
H 2.25973 3.87379 1.98811
H -1.35248 5.07519 2.91726
H -1.65626 3.47094 2.21013
C 0.10990 -2.91066 -5.66682
C -0.56980 -3.37165 -4.40430
C -1.16004 -2.19598 -3.64853
S -1.82104 -1.03062 -4.87493
O -1.35004 0.30645 -4.61656
O -3.23429 -1.29369 -5.09936
C -0.80931 -1.84909 -6.22709
H 0.37706 -3.73289 -6.32728
H 1.05849 -2.45267 -5.37263
H 0.05753 -3.99254 -3.76415
H -1.38585 -4.05928 -4.66256
H -0.28351 -1.69141 -3.22872
H -1.86628 -2.34113 -2.83402
H -0.41189 -1.08412 -6.89083
H -1.60674 -2.37570 -6.75885
C -0.18137 -2.32490 4.65586
C 0.14205 -0.93957 4.03510
C -1.12596 -0.10402 4.04988
S -2.57416 -1.21278 4.11123
O -3.29751 -1.16679 2.82730
O -3.19596 -0.94755 5.38154
C -1.55650 -2.75197 4.16859
H -0.22796 -2.15954 5.73554
H 0.56291 -3.10976 4.53816
H 0.49959 -1.02266 3.00602
H 0.97459 -0.49607 4.57805
H -1.27556 0.69060 3.32003
H -1.26119 0.47877 4.96383
H -1.50794 -3.09387 3.13195
H -2.07950 -3.51937 4.73698
C 0.89683 -4.35525 2.17783
C -0.21523 -4.74367 1.18098
C 0.32651 -5.78082 0.16646
S 2.16381 -5.65756 0.12282
O 2.62367 -5.14682 -1.15552
O 2.81708 -6.71784 0.85747
C 2.16238 -4.22414 1.30137
H 1.00249 -5.15030 2.91491
H 0.66721 -3.35577 2.54576
H -0.41592 -3.85977 0.57455
H -1.11975 -5.14147 1.63884
H -0.04683 -5.63903 -0.84509
H 0.09445 -6.79538 0.49222
H 2.08462 -3.34661 0.65379
H 3.13791 -4.12384 1.77401
```

Summary:
Orbital gap, eV: 2.818
LUMO, eV: -3.38
E, hartree: -4918.05305
Net charge: 0



(2)
A 4-piece molecular cluster, C29H62N5O10S overall in a non-equilibrium geometry, computed with ωB97M-V/def2-TZVPD.

Structure (XYZ):
```
107
Properties=species:S:1:pos:R:3
C -0.34690 2.56038 -7.64199
C 1.05899 1.99275 -7.81177
O 1.98410 2.63464 -6.91282
C 1.15136 0.47319 -7.71423
N 0.36921 -0.20190 -6.68043
C 0.58548 0.27025 -5.33253
C 2.04326 0.14355 -4.97605
O 2.24956 0.47628 -3.57503
C 2.25921 1.77580 -3.32050
C 1.26441 2.38271 -2.55759
C 1.32314 3.73300 -2.28019
C 0.26046 4.38938 -1.46073
O -0.11656 5.48536 -1.67861
O -0.19496 3.70194 -0.39464
C 2.38306 4.50102 -2.77300
C 3.35263 3.87672 -3.52590
S 4.71624 4.77696 -4.19774
N 3.26210 2.53988 -3.77615
H -0.52692 2.85399 -6.60957
H -1.12158 1.87139 -7.95622
H -0.42306 3.47410 -8.22171
H 1.38360 2.25706 -8.81775
H 1.53193 3.38359 -6.51672
H 2.19025 0.16243 -7.65036
H 0.80341 0.09638 -8.67220
H -0.60803 -0.22197 -6.92427
H 0.19835 1.27594 -5.13135
H 0.04683 -0.38426 -4.64703
H 2.33041 -0.89583 -5.08190
H 2.69651 0.72864 -5.61595
H 0.45951 1.78979 -2.16841
H -0.35570 2.76949 -0.59612
H 2.42929 5.54752 -2.53660
H 5.63760 4.41653 -3.28991
H 3.99418 2.13069 -4.34884
C 0.93385 -3.32218 2.54783
O -0.33372 -3.57925 1.97589
C -1.43533 -3.04287 2.70312
C -2.06342 -1.87674 1.97032
N -1.18539 -0.71024 1.96096
C -1.59816 0.36161 1.06507
C -1.70597 0.06712 -0.42985
O -0.46270 -0.17044 -1.08126
C 0.04685 -1.49271 -0.95875
H 1.65634 -3.95624 2.03642
H 1.24382 -2.27805 2.41914
H 0.94697 -3.56720 3.61272
H -1.14406 -2.76491 3.71920
H -2.18164 -3.83720 2.78138
H -3.00093 -1.61005 2.46587
H -2.30322 -2.22446 0.95659
H -0.25063 -1.00258 1.71071
H -0.87560 1.17523 1.19204
H -2.56412 0.74473 1.40772
H -2.11879 0.96514 -0.90506
H -2.40892 -0.74162 -0.65149
H -0.75380 -2.23244 -0.92096
H 0.68424 -1.59475 -0.07886
H 0.66538 -1.68984 -1.83508
C -5.62936 -7.89489 0.72690
O -6.34283 -8.10541 1.92811
C -5.87305 -9.19264 2.71711
C -5.18176 -8.71337 3.97617
N -3.91027 -8.06491 3.67888
C -3.30245 -7.35600 4.80271
C -4.06797 -6.20435 5.44790
O -4.20107 -5.05144 4.63475
C -5.26010 -5.08732 3.69593
H -6.20854 -7.19785 0.12305
H -4.64109 -7.45484 0.90341
H -5.50915 -8.82615 0.16659
H -5.22157 -9.84865 2.13281
H -6.75209 -9.77251 3.01052
H -4.99580 -9.57404 4.62511
H -5.88063 -8.04466 4.49535
H -4.04296 -7.41194 2.91892
H -2.34962 -6.95558 4.44652
H -3.06502 -8.08867 5.58041
H -3.48578 -5.88167 6.31459
H -5.04680 -6.51225 5.83333
H -6.12123 -5.64409 4.07150
H -4.93824 -5.51370 2.74130
H -5.56870 -4.05829 3.50688
C 2.20475 5.30325 4.91270
O 2.77641 6.48956 4.39536
C 4.18862 6.58235 4.53568
C 4.88830 6.44382 3.19998
N 4.78124 5.08607 2.67611
C 5.19862 4.92733 1.28865
C 4.46206 5.71377 0.20802
O 3.12103 5.30212 -0.01263
C 2.15391 5.84680 0.88032
H 1.12659 5.44972 4.94527
H 2.41241 4.43252 4.27966
H 2.56028 5.09913 5.92575
H 4.56206 5.85114 5.25777
H 4.40358 7.57867 4.93017
H 5.94596 6.69197 3.32556
H 4.44489 7.18785 2.52531
H 3.82423 4.77274 2.76521
H 5.09918 3.86519 1.04638
H 6.26438 5.16754 1.22037
H 4.98479 5.52676 -0.73641
H 4.50317 6.79559 0.37162
H 2.39909 6.86211 1.19553
H 2.02295 5.21193 1.75860
H 1.20515 5.87984 0.35743
```

Summary:
Orbital gap, eV: 5.488
LUMO, eV: -4.36
E, hartree: -2566.14835
Net charge: +1